--- A ---
10
Properties=species:S:1:pos:R:3:mulliken_charge:R:1 method="wB97M-V/def2-TZVPD" charge=0 e_lumo_ev="-0.888 / -0.887" orbital_gap_ev="7.91 / 7.91" e_homo_ev="-8.80 / -8.80"
C -1.21073 1.73967 -0.95842 0.0011
C -1.43493 -0.39973 0.19942 -0.1224
O 3.07395 -0.24902 0.28994 -0.4679
N 0.78158 -0.10783 0.11218 -0.2296
N -0.18540 -0.89051 0.37967 -0.2485
C 2.00710 -0.80322 0.29682 0.0783
H 1.88923 -1.89365 0.43867 0.3839
H -1.05404 2.79765 -0.85513 0.2992
H -2.30460 -0.98858 0.44134 0.3585
N -1.56216 0.79522 -0.34449 -0.0524

---

--- B ---
10
Properties=species:S:1:pos:R:3:mulliken_charge:R:1 method="wB97M-V/def2-TZVPD" charge=0 e_lumo_ev=0.283 orbital_gap_ev=8.63 e_homo_ev=-8.35
N 0.95801 0.15364 -2.12073 -0.3539
N -1.93811 0.51738 1.28449 -0.5341
C 0.40249 0.39183 0.33708 -0.5312
C 0.60500 -1.43079 -0.20461 0.1521
H -2.49837 1.36539 1.21496 0.2830
H 1.24941 0.68611 0.95199 0.3379
C -0.80332 0.58304 0.83038 0.5314
H 0.96623 -0.86642 -1.60423 0.3513
N 0.67522 0.97989 -1.33111 0.0479
O 0.27631 -2.29821 0.48451 -0.2845

---

Short version: B is the least stable of them.

---

--- A ---
10
Properties=species:S:1:pos:R:3:mulliken_charge:R:1 method="wB97M-V/def2-TZVPD" charge=0 e_lumo_ev=-0.535 orbital_gap_ev=8.66 e_homo_ev=-9.20 smiles="N=C=CC=O.N#N"
N 0.08824 2.01466 0.08699 0.1705
H 2.59638 -0.16302 -0.60131 0.2814
N 1.99373 0.20262 0.10937 -0.5009
H -2.26444 -1.55490 0.13263 0.2854
C 0.82337 -0.08746 0.05210 0.6679
C -1.68265 -0.62627 0.30635 0.0716
N 0.93009 2.43663 -0.48319 -0.1766
C -0.29078 -0.79734 -0.05493 -0.5493
O -2.19905 0.35403 0.79951 -0.5146
H 0.05564 -1.77408 -0.38642 0.2646

---

--- B ---
10
Properties=species:S:1:pos:R:3:mulliken_charge:R:1 method="wB97M-V/def2-TZVPD" charge=0 e_lumo_ev=-0.692 orbital_gap_ev=8.85 e_homo_ev=-9.54 smiles="C1=NC=NOC=N1"
H 1.13990 2.20008 -0.76139 0.3266
H 0.12692 -2.27231 -0.70830 0.4519
H -2.66626 0.64804 0.08465 0.3253
N -0.63240 1.25565 -0.23785 -0.3921
N 1.25619 -0.91713 -0.18571 -0.3493
N -1.18072 -0.99005 0.22482 -0.4951
C 0.60327 1.40994 -0.09888 0.1469
C 0.09900 -1.39893 -0.22965 0.0731
O 1.33611 0.29578 0.49864 -0.2638
C -1.60075 0.25876 0.12639 0.1766

---

Short version: B is the least stable of them.

---

--- A ---
10
Properties=species:S:1:pos:R:3:mulliken_charge:R:1 method="wB97M-V/def2-TZVPD" charge=0 e_lumo_ev=-0.450 orbital_gap_ev=9.46 e_homo_ev=-9.91 smiles="O=c1nccn[nH]1"
N 0.01565 -1.40189 0.03353 -0.4514
N 1.02729 0.70580 0.26523 0.2562
C 1.19871 -0.66370 0.05935 0.4365
C -1.15557 0.68147 -0.13191 -0.1453
H -1.99671 -1.33229 -0.21645 0.3923
N -0.10057 1.38534 0.13077 -0.6535
H 1.85516 1.27018 0.39611 0.2607
O 2.30098 -1.12945 -0.06901 -0.5570
C -1.08659 -0.74927 -0.11774 0.0621
H -2.05835 1.23383 -0.34987 0.3995

---

--- B ---
10
Properties=species:S:1:pos:R:3:mulliken_charge:R:1 method="wB97M-V/def2-TZVPD" charge=0 e_lumo_ev=-0.035 orbital_gap_ev=10.47 e_homo_ev=-10.51 smiles="[H]/N=C(/C#N)C(N)=O"
N 0.94806 0.05381 0.46219 -0.3737
N -1.89648 3.27266 -1.10779 -0.4238
H -2.47690 -0.75050 -0.12757 0.3418
C -0.17338 -0.40847 -0.07570 0.6054
H 1.52391 -0.45146 1.05646 0.2183
H 1.29377 1.06928 0.27783 0.2540
C -1.31103 0.79215 -0.51017 0.1337
C -1.62641 2.18818 -0.82905 0.3111
N -2.46301 0.26921 -0.45376 -0.5146
O -0.72222 -1.46926 0.04134 -0.5522

---

Short version: B is the least stable of them.

---

--- A ---
10
Properties=species:S:1:pos:R:3:mulliken_charge:R:1 method="wB97M-V/def2-TZVPD" charge=0 e_lumo_ev=0.567 orbital_gap_ev=11.04 e_homo_ev=-10.47 smiles=Oc1ncncn1
C -0.39826 1.32750 0.59087 0.0980
N 0.63615 -0.78359 -0.55713 -0.5744
C 1.35306 0.24450 -0.24698 0.1101
N -1.23540 0.31922 0.42500 -0.5032
H 2.41749 0.27929 -0.56870 0.3594
O -1.40467 -1.73300 -0.31542 -0.4545
N 0.91220 1.29276 0.40427 -0.5157
C -0.65550 -0.69265 -0.13097 0.7130
H -0.85619 -2.47437 -0.67807 0.3872
H -0.76888 2.22034 1.07714 0.3800

---

--- B ---
10
Properties=species:S:1:pos:R:3:mulliken_charge:R:1 method="wB97M-V/def2-TZVPD" charge=0 e_lumo_ev=0.000 orbital_gap_ev=9.99 e_homo_ev=-9.99 smiles="N=C=N/C=N/C=O"
H 2.62067 -1.06854 0.37230 0.3625
C -1.84813 -0.17399 0.00548 0.6510
N -1.24742 0.82323 -0.44538 -0.5301
C 0.12763 0.80200 -0.40899 0.0584
C 2.15395 -0.08787 0.17600 0.1264
O 2.80904 0.92340 0.07894 -0.4957
H 0.60727 1.69352 -0.81328 0.3890
N 0.75705 -0.19366 0.10197 -0.5160
N -2.43087 -1.07384 0.52048 -0.3433
H -3.25586 -1.62371 0.41993 0.2977

---

--- C ---
10
Properties=species:S:1:pos:R:3:mulliken_charge:R:1 method="wB97M-V/def2-TZVPD" charge=0 e_lumo_ev=-0.772 orbital_gap_ev=7.71 e_homo_ev=-8.49
C 0.24687 1.29705 0.07405 -0.5282
N -1.04190 1.52018 0.10533 0.1083
H -1.60096 -1.71565 -0.57820 0.3810
N -0.12551 -1.15110 0.81393 -0.4523
H 0.99421 2.06048 -0.06561 0.4075
H 2.04543 -1.25659 0.12129 0.3666
C 0.52588 -0.13336 0.08530 0.8229
N -1.94175 0.77158 -0.05404 -0.4171
O 1.79034 -0.42024 -0.29942 -0.4868
C -0.89261 -0.97236 -0.20264 -0.2017

---

--- D ---
10
Properties=species:S:1:pos:R:3:mulliken_charge:R:1 method="wB97M-V/def2-TZVPD" charge=0 e_lumo_ev=-0.311 orbital_gap_ev=9.08 e_homo_ev=-9.39
O 0.54831 -1.31697 2.44958 -0.4147
N 0.48066 0.73251 1.25281 -0.4447
H 0.36413 2.35279 -0.01058 0.3436
H -0.67240 -2.36752 -0.65778 0.2222
N -0.39769 -0.69955 -1.37063 -0.3200
H -0.26673 1.27980 -2.01420 0.3346
C -0.16525 0.66932 -1.12371 -0.2584
C 0.20885 1.27651 0.01885 0.0875
N -0.51587 -1.40020 -0.34460 -0.2957
C 0.46860 -0.37723 1.76319 0.7456

---

Short version: C is the least stable of them.